Entry 1:
# C38H63N6O4P

A 7-piece molecular cluster, C38H63N6O4P overall at a distorted geometry (ωB97M-V/def2-TZVPD, the OMol25 dataset).

energy relative to the best compared isomer or geometry (same formula, charge and spin) = 83.3 kcal per mole
total charge = 0
E_tot = -66840.5550 eV
E_HOMO = -7.935 eV
max |F| = 3.41 eV/Å
orbital gap = 7.40 eV
multiplicity = 1
LUMO level = -0.020 Eh

Last column: Mulliken charge in e.
Geometry (Å):
C (-2.52599, 1.31204, 1.95054)  -0.6008
C (-1.65347, 2.24581, 0.95983)  -0.2120
C (-0.24237, 2.64467, 1.66190)  -0.4608
C (0.91301, 1.80836, 0.94732)  -0.3871
O (1.91522, 1.28404, 1.89746)  -0.4667
C (2.30949, 0.04450, 1.29689)  0.2133
C (2.15358, -1.19914, 1.96037)  0.5211
O (1.59468, -1.31083, 3.27154)  -0.4985
C (0.14422, -1.42964, 3.02887)  0.3771
C (-0.41484, -2.90341, 3.24864)  -0.8451
C (2.61107, -2.47570, 1.09824)  0.1480
O (3.22769, -3.44361, 1.56654)  -0.6044
C (2.22326, -2.38462, -0.45987)  0.8139
P (1.53371, -3.81496, -1.47037)  0.1664
C (0.12546, -3.01142, -2.49370)  -0.9512
C (0.60937, -5.01147, -0.29345)  -0.3014
C (2.37711, -1.13398, -1.12547)  -0.5054
C (2.92382, 0.04925, -0.19182)  0.3127
O (3.75646, 0.89334, -0.55087)  -0.5792
H (-2.20240, 1.50948, 3.02325)  -0.0948
H (-2.31672, 0.20272, 1.74763)  0.2137
H (-3.63615, 1.48966, 1.79262)  0.3606
H (-1.52113, 1.68085, -0.01589)  0.4305
H (-2.23173, 3.20120, 0.69172)  -0.1474
H (-0.01931, 3.75232, 1.45607)  0.2694
H (-0.29566, 2.52315, 2.78755)  0.3828
H (1.47494, 2.40196, 0.13996)  0.2251
H (0.41083, 0.92677, 0.40694)  0.1519
H (-0.39132, -0.70716, 3.73357)  0.0773
H (-0.09768, -1.05197, 1.97122)  -0.0434
H (0.07141, -3.35607, 4.18272)  0.2863
H (-0.22308, -3.61747, 2.38577)  0.0376
H (-1.53878, -2.85918, 3.43148)  0.2890
H (-0.57761, -2.38984, -1.84849)  0.3698
H (0.62888, -2.31617, -3.24354)  0.1517
H (-0.46510, -3.83305, -2.99950)  0.4302
H (-0.52166, -4.84149, -0.35497)  0.3610
H (0.88766, -4.82445, 0.80314)  -0.1215
H (0.86464, -6.10743, -0.50465)  0.0125
H (2.10466, -0.96179, -2.20675)  0.1842
C (-2.17675, -0.66021, 7.06997)  -1.0900
C (-3.09717, 0.43134, 6.53727)  -0.2543
C (-4.40385, -0.11474, 5.95908)  -0.4196
C (-4.17940, -0.96004, 4.78278)  0.2962
N (-3.99760, -1.63032, 3.86652)  -0.4843
H (-1.86266, -1.34237, 6.27596)  0.2195
H (-1.27625, -0.21675, 7.50083)  0.3300
H (-2.67297, -1.24491, 7.84919)  0.3684
H (-2.56440, 1.01356, 5.77881)  0.1242
H (-3.33633, 1.11735, 7.35523)  0.3249
H (-5.04554, 0.72498, 5.67604)  0.2770
H (-4.94334, -0.68029, 6.72421)  0.3285
C (2.97924, -7.44728, 2.23912)  -1.0048
C (3.34121, -8.86889, 1.82479)  -0.4580
C (3.43552, -9.04597, 0.30840)  -0.4228
C (2.14828, -8.82583, -0.35737)  0.2607
N (1.13849, -8.63967, -0.87519)  -0.4657
H (1.99288, -7.16030, 1.86637)  0.2002
H (2.95809, -7.36599, 3.32823)  0.3726
H (3.71176, -6.72981, 1.86003)  0.2987
H (2.60455, -9.56401, 2.23977)  0.3082
H (4.30760, -9.12724, 2.26794)  0.3183
H (3.77969, -10.06118, 0.08942)  0.3008
H (4.18564, -8.36324, -0.10090)  0.2798
C (-1.55311, -1.19338, -6.71575)  -1.2717
C (-0.26123, -1.66229, -7.37478)  -0.0789
C (-0.19002, -3.18022, -7.54251)  -0.3916
C (-0.17559, -3.88104, -6.25535)  0.3087
N (-0.17182, -4.42800, -5.24363)  -0.4700
H (-1.65154, -1.58734, -5.70096)  0.2849
H (-1.56874, -0.10289, -6.65055)  0.3657
H (-2.42507, -1.51099, -7.29378)  0.3272
H (0.59210, -1.30808, -6.78760)  0.0298
H (-0.18312, -1.19776, -8.36163)  0.3705
H (0.71937, -3.43297, -8.09502)  0.1826
H (-1.03331, -3.52900, -8.14554)  0.3334
C (-3.36993, 8.08927, -0.19802)  -1.0266
C (-3.99493, 6.74393, -0.54897)  -0.4576
C (-4.58729, 6.02324, 0.66336)  -0.4362
C (-3.56507, 5.66425, 1.65100)  0.2751
N (-2.76096, 5.39272, 2.42738)  -0.4608
H (-2.53196, 7.97358, 0.48883)  0.2006
H (-2.99356, 8.57637, -1.09970)  0.3691
H (-4.10442, 8.75341, 0.26457)  0.3233
H (-3.24269, 6.11214, -1.03217)  0.2817
H (-4.79107, 6.90778, -1.28173)  0.3350
H (-5.08951, 5.11179, 0.32486)  0.2936
H (-5.35173, 6.64909, 1.13270)  0.3478
C (-1.05069, 8.01717, 4.19979)  -0.8385
C (-0.19978, 9.27660, 4.08846)  -0.4579
C (-0.96986, 10.47370, 3.52808)  -0.4898
C (-1.41323, 10.25310, 2.14810)  0.3459
N (-1.76737, 10.07164, 1.06886)  -0.4605
H (-1.40326, 7.68321, 3.22145)  0.0734
H (-0.46568, 7.20417, 4.63526)  0.3302
H (-1.92140, 8.18829, 4.83870)  0.3067
H (0.67486, 9.06658, 3.46499)  0.2995
H (0.17359, 9.53589, 5.08375)  0.3095
H (-0.32427, 11.35656, 3.55659)  0.2963
H (-1.83264, 10.69297, 4.16362)  0.2742
C (4.40992, -1.10733, -6.17463)  -0.9964
C (4.76800, -2.52657, -6.59866)  -0.4120
C (4.87085, -2.69212, -8.11636)  -0.4509
C (3.58856, -2.46141, -8.78825)  0.3340
N (2.58260, -2.26984, -9.31181)  -0.4802
H (3.42694, -0.81265, -6.55090)  0.2359
H (4.38273, -1.03523, -5.08494)  0.2657
H (5.14819, -0.39036, -6.54346)  0.3343
H (4.02576, -3.22170, -6.19371)  0.2810
H (5.73032, -2.79273, -6.15191)  0.3124
H (5.21176, -3.70717, -8.34072)  0.2806
H (5.62643, -2.00986, -8.51624)  0.2962

Forces on atoms 1 to 3 (eV/Å):
0.5 -0.1 -0.5
-0.4 0.2 0.8
0.1 0.5 -1.5

Entry 2:
# C38H64N5O2RuSi4Te

C38H64N5O2RuSi4Te as an isolated structure (ωB97M-V/def2-TZVPD, the OMol25 dataset).

energy relative to the best compared isomer or geometry (same formula, charge and spin) = 5.9 kcal per mole
total charge = +3
E_tot = -93355.1219 eV
E_HOMO (spin up / spin down) = -13.906 / -13.729 eV
max |F| = 0.93 eV/Å
orbital gap (spin up / spin down) = 5.64 / 4.38 eV
multiplicity = 5
LUMO level (spin up / spin down) = -0.304 / -0.344 Eh

Last column: Mulliken charge in e.
Geometry (Å):
Ru (-0.32090, -0.22804, 0.80155)  0.4166
C (6.14707, 1.71608, 2.94493)  -1.5074
C (4.68235, 1.48842, 2.69993)  -0.2902
C (3.72921, 2.44012, 3.04787)  0.1251
C (2.36451, 2.18909, 2.89825)  0.0020
C (1.37306, 3.12979, 3.39236)  -0.8620
N (1.30389, 4.35773, 3.03020)  0.0852
C (1.99477, 4.98108, 1.85715)  -1.6494
C (1.69254, 4.20111, 0.57631)  0.8248
C (0.20325, 3.91820, 0.32755)  0.7786
N (-0.25774, 4.44049, -0.96268)  -0.0121
C (-1.13922, 3.97474, -1.79251)  -0.4021
C (-1.91098, 2.76165, -1.88639)  0.3973
C (-3.03744, 2.93141, -2.72112)  -0.9723
C (-3.94996, 1.93491, -3.00982)  -0.3922
C (-5.14516, 2.16740, -3.89479)  -1.6651
C (-3.66544, 0.68975, -2.46827)  0.0543
C (-2.55199, 0.44100, -1.65966)  0.7893
C (-2.30381, -0.93577, -1.30960)  -0.5880
N (-1.43381, -1.37578, -0.47221)  0.1961
C (-1.16082, -2.82481, -0.42087)  -0.7998
C (0.25670, -3.05948, -0.92707)  -0.8578
C (1.31445, -2.83415, 0.12762)  -0.8815
N (1.35394, -1.44505, 0.70068)  0.5700
C (2.47699, -1.15646, 1.25901)  -0.4637
C (2.84519, 0.06671, 1.92219)  0.4197
C (4.20769, 0.30271, 2.15179)  -0.3418
C (1.90014, 1.00719, 2.32599)  0.3712
O (0.57994, 0.87887, 2.15148)  -1.0402
C (-1.62351, 1.47186, -1.34096)  0.6617
O (-0.51727, 1.21118, -0.71457)  0.0281
H (6.35001, 2.75771, 3.18715)  0.3644
H (6.73835, 1.44753, 2.06950)  0.2464
H (6.49372, 1.10248, 3.77847)  0.4646
H (4.05774, 3.37904, 3.48344)  0.6085
H (0.63594, 2.79955, 4.12018)  0.5626
H (0.61865, 4.93375, 3.50665)  0.3544
H (3.06658, 5.00451, 2.04007)  0.3962
H (1.64411, 6.01100, 1.83320)  0.5435
H (2.23400, 3.25809, 0.58178)  -0.5814
H (2.12494, 4.75407, -0.25835)  0.2938
H (-0.42695, 4.38936, 1.08767)  0.2985
H (-0.00026, 2.85459, 0.32544)  -0.7050
H (0.06849, 5.37264, -1.18769)  0.3679
H (-1.37221, 4.69408, -2.57203)  0.5183
H (-3.19819, 3.91190, -3.15903)  0.4218
H (-5.15653, 3.18361, -4.28429)  0.3930
H (-6.07608, 2.00710, -3.34907)  0.3533
H (-5.14056, 1.48399, -4.74429)  0.3822
H (-4.32005, -0.14514, -2.70522)  0.5553
H (-2.87649, -1.68550, -1.85402)  0.3194
H (-1.90141, -3.35175, -1.02093)  0.4502
H (-1.26915, -3.16183, 0.61274)  0.3660
H (0.44291, -2.41614, -1.78984)  0.3024
H (0.35260, -4.09064, -1.26777)  0.4302
H (2.29672, -3.03261, -0.29804)  0.4436
H (1.16262, -3.52289, 0.96167)  0.3478
H (3.26468, -1.90587, 1.19196)  0.5079
H (4.91975, -0.46093, 1.85590)  0.9563
C (-5.10243, 0.70855, 3.18662)  -1.6898
C (-4.36775, 1.71091, 2.28249)  1.9514
C (-4.07980, 3.02079, 3.02878)  -1.5538
C (-5.16061, 1.97617, 0.99168)  -1.4823
C (-3.07735, 1.11266, 1.88294)  -0.3774
N (-2.07836, 0.66085, 1.55161)  -0.0772
H (-6.05032, 1.15762, 3.48281)  0.4275
H (-4.53131, 0.48554, 4.08776)  0.4101
H (-5.31346, -0.22342, 2.66221)  0.3913
H (-5.03060, 3.45087, 3.34223)  0.4244
H (-3.57602, 3.74316, 2.38351)  0.3119
H (-3.47729, 2.84709, 3.92106)  0.4044
H (-6.10829, 2.43930, 1.26634)  0.4700
H (-5.37532, 1.04862, 0.45951)  0.3894
H (-4.62419, 2.65259, 0.32284)  0.2636
C (6.24183, 1.94626, -5.60788)  -0.9486
Si (4.56440, 1.79786, -4.83724)  0.3971
C (3.62395, 0.31259, -5.44037)  -0.9328
C (3.53606, 3.34254, -5.07051)  -1.0241
Si (4.99169, 1.57752, -2.50687)  0.4963
Te (2.78266, 1.05870, -1.61591)  -1.2194
Si (5.86021, 3.55987, -1.63399)  0.2592
C (6.10952, 3.25692, 0.20137)  -0.4595
C (4.64229, 4.97294, -1.81246)  0.1183
C (7.46088, 4.03603, -2.44659)  -1.1362
Si (6.42282, -0.25434, -2.22404)  0.1378
C (6.25155, -0.75973, -0.42481)  -0.0399
C (8.16758, 0.26379, -2.59229)  -1.1665
C (5.87039, -1.67273, -3.29392)  -1.1027
H (6.15646, 2.17177, -6.67637)  0.4328
H (6.79576, 1.00993, -5.51829)  0.2462
H (6.82378, 2.74536, -5.14779)  0.2482
H (3.18292, 0.52030, -6.42078)  0.4148
H (2.81479, 0.06397, -4.75042)  0.1920
H (4.26750, -0.55998, -5.54817)  0.2757
H (2.93654, 3.27047, -5.98359)  0.4391
H (4.16496, 4.23050, -5.16724)  0.3272
H (2.85755, 3.48154, -4.22663)  0.1508
H (5.18912, 2.84111, 0.62625)  -0.3692
H (6.36818, 4.17631, 0.73876)  0.5656
H (6.91999, 2.54265, 0.37414)  0.2690
H (3.83436, 4.88528, -1.08144)  -0.8763
H (4.19729, 4.99300, -2.80732)  0.3176
H (5.13665, 5.93529, -1.64904)  0.4468
H (8.18025, 3.21826, -2.49973)  0.3112
H (7.92405, 4.84984, -1.88007)  0.4124
H (7.28723, 4.40742, -3.45893)  0.3191
H (6.52720, 0.07182, 0.23111)  -0.1597
H (6.88170, -1.61707, -0.16932)  0.5730
H (5.20595, -1.02748, -0.23767)  -0.2999
H (8.60839, 0.81301, -1.75668)  0.3419
H (8.23638, 0.88515, -3.48561)  0.3513
H (8.78335, -0.62514, -2.76045)  0.4143
H (4.78017, -1.73913, -3.32635)  0.3111
H (6.25777, -2.62494, -2.91916)  0.4489
H (6.24183, -1.55693, -4.31485)  0.2975

Forces on atoms 1 to 3 (eV/Å):
0.2 -0.1 -0.2
0.0 -0.2 0.1
-0.1 0.0 0.1

- energy relative to the best compared isomer or geometry (same formula, charge and spin) of number 2 (C38H64N5O2RuSi4Te)?
  5.9 kcal per mole